A 2-piece molecular cluster, C3H8O3 overall at a distorted geometry. Source: the OMol25 dataset; level of theory: ωB97M-V/def2-TZVPD.

```
14
Properties=species:S:1:pos:R:3:lowdin_charge:R:1
C -1.24 -1.83 0.08 -0.0961
C -1.17 -0.36 -0.36 -0.1555
C -0.01 0.37 0.24 -0.5549
O 0.79 -0.10 1.02 0.0820
O 0.02 1.67 -0.09 0.0531
H -2.25 -2.25 -0.02 0.0771
H -0.57 -2.43 -0.52 0.0709
H -0.97 -1.96 1.11 0.0653
H -2.08 0.11 0.00 0.1159
H -1.27 -0.22 -1.43 0.1186
H 1.01 1.92 -0.09 0.0279
O 2.46 2.04 -0.07 0.0122
H 2.61 1.70 0.83 0.0890
H 2.67 1.34 -0.70 0.0946
```

The calculation puts the lowest unoccupied orbital energy at 0.5377 eV. Its energy above the lowest of the compared OMol25 structures with the same formula, charge and spin is 17.2 kJ/mol. The gap between HOMO and LUMO is 10.8 eV. For the HOMO energy, the calculation gives -10.281 eV. The SMILES is CCC(=O)O.O. Its spin multiplicity is 1.

A 2-piece molecular cluster, C3H8O3S overall at a distorted geometry. Source: the OMol25 dataset; level of theory: ωB97M-V/def2-TZVPD.

```
15
Properties=species:S:1:pos:R:3:lowdin_charge:R:1
O 0.14 1.64 -0.13 0.1051
C 1.00 0.90 -0.53 -0.5229
O 1.82 1.24 -1.55 0.1051
C 1.50 -0.36 0.13 -0.1750
C 0.65 -0.78 1.31 -0.5202
S -0.86 -1.65 0.75 0.7688
H 1.46 2.04 -1.95 0.1266
H 1.55 -1.18 -0.58 0.1238
H 2.50 -0.11 0.45 0.1274
H 0.37 0.08 1.91 0.0792
H 1.24 -1.42 1.97 0.0706
H -1.63 -1.53 1.84 -0.1179
O -2.59 0.70 -0.67 -0.1166
H -1.85 0.19 -0.29 -0.0764
H -2.40 1.56 -0.28 0.0225
```

The calculation puts the lowest unoccupied orbital energy at 0.5546 eV. Its energy above the lowest of the compared OMol25 structures with the same formula, charge and spin is 9.5 kJ/mol. The gap between HOMO and LUMO is 10.1 eV. For the HOMO energy, the calculation gives -9.552 eV. The SMILES is O=C(O)CCS.O. Its spin multiplicity is 1.

A 2-piece molecular cluster, C3H8O3S overall at a distorted geometry. Source: the OMol25 dataset; level of theory: ωB97M-V/def2-TZVPD.

```
15
Properties=species:S:1:pos:R:3:lowdin_charge:R:1
C 1.42 1.12 1.51 -0.0333
C 0.35 -1.29 -0.59 -0.2019
C 0.22 0.95 0.65 -0.1771
O -2.09 -1.51 0.04 -0.4082
O -1.68 0.26 -1.64 -0.4138
O 0.06 1.87 -0.35 0.0378
S -1.32 -1.10 -1.10 0.6081
H 1.66 0.02 1.76 0.1188
H 1.01 1.64 2.40 0.1035
H 2.09 1.70 0.83 0.1078
H 0.96 -0.98 -1.34 -0.0175
H 0.31 -2.23 -0.14 0.0047
H -0.56 0.30 0.92 0.0739
H -0.77 1.41 -0.79 0.0987
H -1.67 -2.14 -2.12 0.0984
```

The calculation puts the lowest unoccupied orbital energy (spin up / spin down) at -0.2720 / -0.2723 eV. Its energy above the lowest of the compared OMol25 structures with the same formula, charge and spin is 490.9 kJ/mol. The gap between HOMO and LUMO (spin up / spin down) is 8.4 / 8.4 eV. For the HOMO energy (spin up / spin down), the calculation gives -8.623 / -8.623 eV. Its spin multiplicity is 1.

A 2-piece molecular cluster, C3H8O4 overall at a distorted geometry. Source: the OMol25 dataset; level of theory: ωB97M-V/def2-TZVPD.

```
15
Properties=species:S:1:pos:R:3:lowdin_charge:R:1
C -0.99 1.33 0.19 -0.2940
C 1.01 0.00 -0.94 0.0242
C 0.45 -1.19 -1.63 -0.1023
O 0.05 0.51 2.33 -0.1066
O -0.13 0.28 0.94 -0.1830
O -0.59 1.19 -1.05 -0.1180
O -0.82 -0.35 3.05 -0.0085
H -0.30 -1.17 3.12 0.0948
H -2.03 1.01 0.40 0.1257
H -0.74 2.29 0.67 0.1213
H 1.43 0.80 -1.54 0.0951
H 1.69 -0.22 -0.12 0.0968
H -0.12 -1.81 -0.94 0.0839
H 1.29 -1.78 -2.01 0.0905
H -0.19 -0.89 -2.46 0.0800
```

The calculation puts the lowest unoccupied orbital energy at 0.1879 eV. Its energy above the lowest of the compared OMol25 structures with the same formula, charge and spin is 872.3 kJ/mol. The gap between HOMO and LUMO is 9.6 eV. For the HOMO energy, the calculation gives -9.436 eV. Its spin multiplicity is 1.

An isolated ion of composition C3H8O4P and charge -1 at a distorted geometry. Source: the OMol25 dataset; level of theory: ωB97M-V/def2-TZVPD.

```
16
Properties=species:S:1:pos:R:3:lowdin_charge:R:1
C -1.67 1.48 1.31 -0.0980
C -0.82 0.19 1.32 -0.2988
O -0.39 -0.17 -0.01 -0.2387
P 0.82 -1.26 0.01 0.1419
O 0.32 -2.49 0.69 -0.3522
O 1.95 -0.67 0.72 -0.3345
O 1.31 -1.56 -1.54 -0.2492
C 1.38 -0.40 -2.35 -0.1691
H -2.03 1.79 2.32 0.0696
H -1.14 2.33 0.85 0.0658
H -2.63 1.33 0.74 0.0685
H -1.34 -0.64 1.73 0.0919
H 0.05 0.36 1.95 0.1003
H 2.01 -0.63 -3.20 0.0683
H 1.78 0.45 -1.84 0.0637
H 0.39 -0.11 -2.70 0.0705
```

The calculation puts the lowest unoccupied orbital energy at 3.8071 eV. The net charge is -1. Its energy above the lowest of the compared OMol25 structures with the same formula, charge and spin is 0.0 kJ/mol. The gap between HOMO and LUMO is 8.0 eV. For the HOMO energy, the calculation gives -4.191 eV. The SMILES is CCO[P@](=O)([O-])OC. Its spin multiplicity is 1.

C3H8O4S as an isolated structure at a distorted geometry. Source: the OMol25 dataset; level of theory: ωB97M-V/def2-TZVPD.

```
16
Properties=species:S:1:pos:R:3:mulliken_spin:R:1
O 2.30 -0.87 -1.41 0.0172
C 1.33 -1.00 -0.68 0.0175
O 0.70 -2.16 -0.52 0.0028
C 0.56 0.13 -0.16 0.0183
C -0.54 -0.15 0.84 -0.0514
S -0.45 1.23 2.03 0.9884
H 1.50 -0.35 0.48 0.0046
H 1.09 1.07 -0.30 0.0003
H -0.25 -1.10 1.27 -0.0157
H -1.53 -0.25 0.42 0.0183
H -0.86 2.15 -1.08 -0.0005
H -0.92 2.81 0.27 -0.0039
O -0.98 3.02 -0.68 0.0018
H -0.24 -2.13 -1.04 -0.0007
H -1.72 -2.03 -2.21 0.0001
O -1.68 -1.88 -1.27 0.0029
```

The calculation puts the lowest unoccupied orbital energy (spin up / spin down) at 3.0022 / 0.6890 eV. The net charge is -1. Its energy above the lowest of the compared OMol25 structures with the same formula, charge and spin is 350.5 kJ/mol. The gap between HOMO and LUMO (spin up / spin down) is 7.6 / 5.3 eV. For the HOMO energy (spin up / spin down), the calculation gives -4.634 / -4.625 eV. Its spin multiplicity is 2.

One molecule with the formula C3H8OS at a distorted geometry. Source: the OMol25 dataset; level of theory: ωB97M-V/def2-TZVPD.

```
13
Properties=species:S:1:pos:R:3:lowdin_charge:R:1
C 0.99 -0.62 -1.63 -0.0920
O 0.00 -0.30 -0.66 -0.2735
C 0.17 0.85 0.05 -0.7358
S -1.27 1.36 0.69 0.8919
C -1.37 -0.23 1.48 -0.3649
H 0.86 -1.65 -1.91 0.0773
H 2.05 -0.65 -1.09 0.1188
H 1.19 0.14 -2.42 0.0903
H 0.66 0.69 0.91 0.0132
H 0.87 1.56 -0.53 0.1394
H -2.27 0.05 2.07 0.0367
H -1.45 -1.01 0.83 0.0040
H -0.44 -0.19 2.21 0.0947
```

The calculation puts the lowest unoccupied orbital energy at 0.9845 eV. Its energy above the lowest of the compared OMol25 structures with the same formula, charge and spin is 237.5 kJ/mol. The gap between HOMO and LUMO is 9.7 eV. For the HOMO energy, the calculation gives -8.671 eV. The SMILES is COCSC. Its spin multiplicity is 1.

An isolated ion of composition C3H8OS and charge +1 at a distorted geometry. Source: the OMol25 dataset; level of theory: ωB97M-V/def2-TZVPD.

```
13
Properties=species:S:1:pos:R:3:mulliken_spin:R:1
C 1.39 0.38 0.50 -0.0052
O 0.80 1.67 0.61 0.0161
C 0.53 -0.58 -0.33 0.0327
C -0.97 -0.40 -0.09 -0.0468
S -1.84 -0.16 -1.64 0.9151
H 2.34 0.58 0.03 0.0000
H 1.57 -0.07 1.43 0.0007
H 0.34 1.84 1.44 -0.0004
H 0.74 -0.51 -1.40 -0.0055
H 0.81 -1.57 -0.13 0.0027
H -1.13 0.59 0.37 0.0909
H -1.50 -1.17 0.47 0.0096
H -3.07 -0.58 -1.26 -0.0100
```

The calculation puts the lowest unoccupied orbital energy (spin up / spin down) at -4.0475 / -9.0133 eV. The net charge is +1. Its energy above the lowest of the compared OMol25 structures with the same formula, charge and spin is 35.8 kJ/mol. The gap between HOMO and LUMO (spin up / spin down) is 10.9 / 5.8 eV. For the HOMO energy (spin up / spin down), the calculation gives -14.901 / -14.837 eV. Its spin multiplicity is 2.